33
Properties=species:S:1:pos:R:3:forces:R:3:lowdin_charge:R:1 method="wB97M-V/def2-TZVPD" orbital_gap_ev=9.22 total_charge=0 de_lowest_kcal_mol=0.0 e_homo_ev=-8.39 smiles=Cc1ccc(CNCCc2ccccc2F)s1 largest_force_ev_per_a=0.649
C -5.10724 -1.11106 -0.35742 -0.1 0.1 0.0 -0.11
C -3.68093 -0.83238 -0.04298 0.1 0.3 0.1 -0.59
C -2.61418 -1.66880 -0.11163 -0.3 0.0 -0.1 -0.14
C -1.39391 -1.05663 0.26257 0.1 0.3 0.2 -0.13
C -1.53399 0.24396 0.62805 -0.2 0.0 0.0 -0.52
S -3.19490 0.74564 0.49769 0.3 -0.6 -0.1 1.06
C -0.47362 1.23172 1.00411 -0.1 0.0 0.1 -0.23
N -0.18682 2.21266 -0.03427 -0.1 0.4 -0.1 -0.06
H -1.03003 2.74866 -0.21201 0.1 0.0 0.0 0.10
C 0.32366 1.66589 -1.28222 0.3 0.1 -0.1 -0.21
C 1.86264 1.60170 -1.27806 -0.4 -0.1 -0.2 -0.12
C 2.40308 0.52667 -0.38561 0.1 -0.1 -0.2 -0.19
C 3.02383 0.81313 0.82443 0.0 -0.1 -0.1 -0.05
C 3.49885 -0.19509 1.64507 0.1 0.0 0.1 -0.09
C 3.36515 -1.52132 1.27036 0.0 0.0 0.0 -0.08
C 2.76050 -1.83781 0.06633 -0.1 0.0 -0.2 -0.02
C 2.29545 -0.81448 -0.73716 0.1 0.0 0.2 -0.24
F 1.71685 -1.14061 -1.91827 0.0 0.1 0.1 0.06
H 2.64879 -2.86078 -0.25818 0.0 -0.1 -0.1 0.12
H 3.73319 -2.30932 1.90927 0.0 -0.1 0.1 0.10
H 3.97530 0.05517 2.58084 0.0 0.0 0.1 0.10
H 3.12336 1.84562 1.12417 0.0 0.1 0.0 0.12
H 2.24575 2.57068 -0.95845 0.0 0.0 0.0 0.12
H 2.18805 1.41069 -2.30332 0.1 0.1 0.0 0.12
H -0.08439 0.66876 -1.50023 0.0 0.1 -0.1 0.11
H 0.02450 2.33439 -2.09263 0.0 -0.1 0.0 0.12
H -0.77951 1.79041 1.89406 0.1 -0.1 0.0 0.12
H 0.44709 0.69087 1.23326 -0.2 0.0 0.1 0.11
H -0.44844 -1.57040 0.26914 0.2 0.0 0.0 0.10
H -2.68992 -2.69530 -0.42466 -0.1 -0.2 -0.1 0.11
H -5.46310 -0.45419 -1.15112 -0.1 0.0 0.0 0.07
H -5.73468 -0.94491 0.51830 -0.1 -0.1 0.0 0.07
H -5.22037 -2.14359 -0.67943 -0.1 0.0 0.0 0.08